--- i ---
16
Properties=species:S:1:pos:R:3 method="wB97M-V/def2-TZVPD" homo_ev="-8.395 / -8.103" gap_ev="8.7969 / 8.5703" e_lumo_ev="0.40 / 0.47"
C -1.03880 0.28977 -1.79305
C 2.03913 0.43166 -0.37342
C -1.05688 0.88303 2.70178
C -0.03397 0.83254 0.49362
O 1.11399 0.29969 0.65653
O -1.09968 0.56982 1.31573
Cl 0.09588 2.71502 0.37373
H -1.80073 -0.13725 -1.14842
H -0.99060 1.34841 -1.98013
H -0.31154 -0.32902 -2.36192
H 3.03597 0.11304 -0.15522
H 2.20291 1.39023 -0.86433
H 1.80848 -0.13865 -1.26799
H -0.22149 0.42061 3.28303
H -1.90191 0.32408 3.13649
H -1.16887 1.95851 2.89890

---

--- ii ---
16
Properties=species:S:1:pos:R:3 method="wB97M-V/def2-TZVPD" homo_ev=-7.700 gap_ev=8.5076 e_lumo_ev=0.81
C -1.14871 0.49975 1.37390
C -0.02009 1.40465 -1.86385
C -0.18325 0.36528 0.24780
C 0.53589 -1.79949 0.53965
O 1.43732 -1.96584 -0.49241
O -0.81446 0.55344 -0.99864
Cl 1.19258 -2.12862 2.20012
H -0.91877 -0.29469 2.23939
H -2.23587 0.35302 0.99826
H -1.04196 1.44388 1.73337
H -0.73811 2.07380 -2.47709
H 0.39905 0.72875 -2.61174
H 0.67385 2.04481 -1.31121
H 0.76610 0.81929 0.42366
H -0.27546 -2.40929 0.26645
H 2.37189 -1.68873 -0.26765

---

Energies relative to the most stable structure, in hartree: i 0.0337; ii 0.0000.

---

--- i ---
7
Properties=species:S:1:pos:R:3 method="wB97M-V/def2-TZVPD" homo_ev=-11.022 smiles="O=[N+]([O-])[C@H](Cl)Br" gap_ev=9.2755 e_lumo_ev=-1.75
O -0.84964 -0.43810 2.29214
N -0.35174 0.41279 1.62575
O 0.53848 1.15315 1.93113
C -0.67791 0.45581 0.30541
Cl -0.93206 2.44000 -0.30245
Br -2.19881 -0.53292 -0.10041
H 0.17875 0.25536 -0.33957

---

--- ii ---
7
Properties=species:S:1:pos:R:3 method="wB97M-V/def2-TZVPD" homo_ev="-10.020 / -10.022" gap_ev="5.8802 / 5.8839" e_lumo_ev="-4.14 / -4.14"
C -0.34507 -0.61482 -0.15330
N -0.29060 0.81185 -0.30373
O -0.95773 1.41037 0.51212
O 0.32571 1.16869 -1.26769
Cl 1.86126 0.02279 1.80454
Br 0.56795 -1.83747 -1.16907
H -1.16152 -0.96141 0.57713

---

Energies relative to the most stable structure, in hartree: i 0.0000; ii 0.0858.

---

--- i ---
14
Properties=species:S:1:pos:R:3 method="wB97M-V/def2-TZVPD" homo_ev=-4.177 smiles="O=C([O-])[C@]1(O)CCN=N1" gap_ev=8.1402 total_charge=-1 e_lumo_ev=3.96
O 0.36684 1.65124 -2.29970
C -0.22474 1.13006 -1.37251
O -1.43591 1.05186 -1.20792
C 0.71836 0.20589 -0.28563
O 1.98579 0.09297 -0.68727
C -0.04694 -1.08964 0.08467
C -0.88508 -0.62638 1.33729
N -0.36270 0.73198 1.70682
N 0.50419 1.15244 0.89711
H 2.20113 0.85804 -1.29354
H 0.70686 -1.85146 0.42781
H -0.72701 -1.34476 -0.80336
H -1.98299 -0.60320 1.30935
H -0.81780 -1.35904 2.18687

---

--- ii ---
14
Properties=species:S:1:pos:R:3 method="wB97M-V/def2-TZVPD" homo_ev=-3.643 smiles="CC1=N[C@H]2ON[C@]1([O-])O2" gap_ev=7.7552 total_charge=-1 e_lumo_ev=4.11
C 2.02807 0.24508 -0.15209
C 0.61161 -0.12403 -0.31456
N 0.11625 -1.28382 -0.52364
C -1.32612 -1.03932 -0.50987
O -1.77051 -0.97234 0.84733
N -1.49821 0.38396 1.25482
C -0.60557 0.90726 -0.09594
O -0.42869 2.12535 -0.14034
O -1.53500 0.20274 -1.03794
H 2.27708 0.97853 -0.91869
H 2.68263 -0.62207 -0.23561
H 2.15325 0.72762 0.81777
H -1.88335 -1.83155 -1.01405
H -0.82148 0.30259 2.02281

---

Energies relative to the most stable structure, in hartree: i 0.0000; ii 0.0625.